<A>
An isolated molecule of C23H34N2O2, computed with ωB97M-V/def2-TZVPD.

## Properties
* HOMO-LUMO gap: 9.2 eV
* HOMO: -8.7 eV
* E_LUMO: 0.46 eV

Structure (ORCA input):
```
! wB97M-V def2-TZVPD RIJCOSX def2/J DEFGRID3
* xyz 0 1
C 3.812 3.994 -1.867
C 3.719 2.750 -1.038
C 2.588 2.479 -0.279
C 2.497 1.320 0.466
C 3.527 0.386 0.471
C 3.379 -0.862 1.327
C 4.376 -1.968 0.971
C 3.536 -0.474 2.801
N 2.022 -1.389 1.147
C 1.503 -1.695 -0.059
O 2.105 -1.571 -1.103
C 0.044 -2.159 0.003
C -0.299 -3.080 -1.174
C -1.601 -2.672 -1.872
C -2.671 -2.239 -0.892
O -3.808 -2.667 -0.895
N -2.233 -1.301 -0.017
C -3.129 -0.724 0.957
C -3.460 0.745 0.660
C -4.148 0.885 -0.698
C -4.492 2.344 -0.983
C -5.386 2.907 0.117
C -4.704 2.772 1.475
C -4.361 1.312 1.757
C -0.848 -0.906 -0.038
C 4.659 0.658 -0.282
C 4.751 1.822 -1.024
H 3.426 3.800 -2.869
H 3.224 4.798 -1.430
H 4.844 4.321 -1.963
H 1.770 3.186 -0.270
H 1.603 1.136 1.046
H 5.391 -1.669 1.217
H 4.136 -2.866 1.537
H 4.308 -2.196 -0.089
H 3.426 -1.349 3.439
H 4.522 -0.049 2.963
H 2.794 0.269 3.084
H 1.488 -1.575 1.980
H -0.140 -2.673 0.952
H 0.518 -3.037 -1.897
H -0.385 -4.108 -0.820
H -1.409 -1.830 -2.543
H -1.990 -3.496 -2.469
H -4.044 -1.320 0.925
H -2.685 -0.810 1.956
H -2.527 1.321 0.640
H -5.059 0.284 -0.701
H -3.497 0.498 -1.485
H -4.996 2.422 -1.948
H -3.572 2.931 -1.037
H -5.611 3.957 -0.084
H -6.331 2.359 0.131
H -5.358 3.156 2.261
H -3.789 3.368 1.481
H -5.281 0.726 1.802
H -3.864 1.229 2.727
H -0.655 -0.273 0.831
H -0.609 -0.329 -0.940
H 5.482 -0.038 -0.307
H 5.641 2.009 -1.607
*
```

***

<B>
An isolated molecule of C23H34N2O2, computed with ωB97M-V/def2-TZVPD.

## Properties
* HOMO-LUMO gap: 9.4 eV
* HOMO: -8.9 eV
* E_LUMO: 0.56 eV

Structure (ORCA input):
```
! wB97M-V def2-TZVPD RIJCOSX def2/J DEFGRID3
* xyz 0 1
C -5.408 0.932 -5.826
C -4.165 0.952 -4.992
C -4.038 1.839 -3.930
C -2.900 1.850 -3.148
C -1.848 0.970 -3.395
C -0.607 1.044 -2.522
C 0.148 2.337 -2.860
C 0.331 -0.155 -2.684
N -1.064 1.085 -1.127
C -0.274 1.244 -0.048
O 0.916 1.472 -0.095
C -1.045 1.149 1.279
C -1.882 -0.140 1.372
C -1.725 -0.777 2.752
C -0.255 -1.099 2.972
O 0.123 -2.211 3.288
N 0.554 -0.043 2.741
C 2.014 -0.158 2.765
C 2.473 -0.559 4.170
C 3.987 -0.732 4.296
C 4.446 -2.161 4.019
C 4.341 -2.574 2.555
C 2.932 -2.480 1.973
C 2.518 -1.054 1.616
C -0.057 1.233 2.454
C -1.973 0.089 -4.458
C -3.115 0.081 -5.242
H -5.227 0.451 -6.784
H -5.772 1.943 -6.001
H -6.194 0.378 -5.311
H -4.838 2.534 -3.717
H -2.825 2.562 -2.338
H 1.030 2.420 -2.232
H -0.486 3.204 -2.695
H 0.450 2.320 -3.904
H 1.134 -0.068 -1.957
H 0.771 -0.171 -3.677
H -0.201 -1.088 -2.509
H -2.034 0.856 -0.978
H -1.698 2.028 1.329
H -1.538 -0.864 0.628
H -2.937 0.065 1.178
H -2.289 -1.707 2.815
H -2.084 -0.101 3.531
H 2.387 0.852 2.568
H 1.975 -1.482 4.460
H 2.137 0.226 4.853
H 4.499 -0.040 3.623
H 4.281 -0.474 5.316
H 3.850 -2.845 4.628
H 5.489 -2.264 4.334
H 5.017 -1.957 1.956
H 4.686 -3.608 2.472
H 2.912 -3.066 1.049
H 2.205 -2.919 2.654
H 1.723 -1.092 0.869
H 3.367 -0.557 1.140
H -0.580 1.607 3.343
H 0.727 1.945 2.191
H -1.181 -0.603 -4.692
H -3.186 -0.616 -6.065
*
```

***

Computed energies relative to the best structure, in kcal/mol: <A> 0.0; <B> 7.5

***

<A>
A structure of composition C5H6N2O2, computed with ωB97M-V/def2-TZVPD.

## Properties
* HOMO-LUMO gap: 9.6 eV
* HOMO: -10.8 eV
* E_LUMO: -1.19 eV

Structure (ORCA input):
```
! wB97M-V def2-TZVPD RIJCOSX def2/J DEFGRID3
* xyz 0 1
C 0.929 1.349 -1.248
C 0.556 0.490 -0.041
C -0.696 0.756 0.681
C -0.277 -1.546 0.724
C -1.660 -2.063 1.243
H 1.042 -0.646 -1.740
H 1.700 2.128 -0.680
H -0.111 2.143 -1.665
H 1.448 0.174 0.587
H -0.678 0.396 1.795
H -1.511 1.534 0.332
N -0.482 -0.406 -0.281
N -2.649 -2.555 1.594
O 1.494 0.311 -2.356
O 0.894 -2.064 1.056
*
```

***

<B>
A cluster of 2 separate species, C5H6N2O2 in total, computed with ωB97M-V/def2-TZVPD.

## Properties
* HOMO-LUMO gap: 9.2 eV
* HOMO: -8.7 eV
* E_LUMO: 0.54 eV

Structure (ORCA input):
```
! wB97M-V def2-TZVPD RIJCOSX def2/J DEFGRID3
* xyz 0 1
N 0.847 1.028 1.388
C -0.174 0.608 0.989
C -1.545 0.287 0.848
N -2.060 -0.992 0.999
C -3.403 -0.957 0.877
C -3.809 0.352 0.665
C -2.630 1.130 0.598
O -2.508 2.451 0.393
H -1.509 -1.830 1.123
H -3.996 -1.861 0.981
H -4.832 0.714 0.607
H -3.371 2.876 0.380
O 1.953 0.540 -1.160
H 2.186 1.009 -0.269
H 1.277 1.071 -1.592
*
```

***

Computed energies relative to the best structure, in kcal/mol: <A> 133.1; <B> 0.0

***

<A>
An isolated molecule of C5H6N2O2, computed with ωB97M-V/def2-TZVPD.

## Properties
* HOMO-LUMO gap: 8.3 eV
* HOMO: -9.1 eV
* E_LUMO: -0.81 eV

Structure (ORCA input):
```
! wB97M-V def2-TZVPD RIJCOSX def2/J DEFGRID3
* xyz 0 1
O 2.630 -1.619 0.183
C 1.258 -1.448 -0.096
C 0.829 -0.152 -0.045
N 1.866 0.917 0.005
N 1.349 2.030 0.058
C -0.012 1.791 -0.122
C -0.417 0.501 -0.024
C -1.729 0.046 0.458
O -2.011 -1.290 -0.119
H 3.067 -0.672 0.019
H 0.373 -2.132 -0.392
H -0.786 2.593 -0.444
H -2.478 0.796 0.172
H -1.700 -0.251 1.472
H -2.239 -1.111 -1.126
*
```

***

<B>
An isolated molecule of C5H6N2O2, computed with ωB97M-V/def2-TZVPD.

## Properties
* HOMO-LUMO gap: 10.3 eV
* HOMO: -10.1 eV
* E_LUMO: 0.24 eV

Structure (ORCA input):
```
! wB97M-V def2-TZVPD RIJCOSX def2/J DEFGRID3
* xyz 0 1
H -1.208 -1.128 1.784
N -1.538 -0.957 0.635
C -1.345 0.279 0.621
O -0.819 0.521 2.109
C -1.059 1.271 -0.413
C -1.890 2.205 -0.907
C -1.253 2.881 -2.076
N 0.045 2.254 -2.139
C 0.218 1.324 -1.183
O 1.222 0.635 -0.986
H -0.219 1.297 2.016
H -2.901 2.427 -0.571
H -1.176 3.969 -1.917
H -1.833 2.720 -2.999
H 0.774 2.528 -2.783
*
```

***

Computed energies relative to the best structure, in kcal/mol: <A> 45.7; <B> 0.0

***

<A>
A cluster of 15 separate species, H29O15 in total, computed with ωB97M-V/def2-TZVPD.

## Properties
* HOMO-LUMO gap: 10.0 eV
* HOMO: -7.6 eV
* E_LUMO: 2.37 eV

Structure (ORCA input):
```
! wB97M-V def2-TZVPD RIJCOSX def2/J DEFGRID3
* xyz -1 1
O -2.027 0.303 -4.672
H -2.011 -0.450 -4.074
H -2.857 2.088 -0.130
O 1.378 -0.898 2.061
H 0.850 -0.311 1.411
H -0.652 -1.678 -1.703
O -3.637 2.400 -0.616
H 1.402 0.008 -1.143
H -1.364 1.796 2.030
O 1.122 1.647 -3.718
H 2.309 -2.542 -1.324
H 1.417 0.868 -3.164
O 5.460 -0.417 0.113
H 4.565 -0.600 -0.240
H 0.984 1.523 0.160
O -0.359 -1.205 4.163
H 2.709 0.513 2.915
H -1.085 -0.898 3.607
O 1.731 -0.344 -2.073
H 5.058 0.308 0.628
H 1.635 -1.546 1.395
O -0.508 -4.113 1.416
H -0.721 -3.937 2.336
H -1.283 0.912 -4.618
O 1.720 -2.919 -0.646
H 2.272 -2.740 0.123
H -3.373 2.585 -1.520
O 3.187 1.099 3.528
H 0.753 2.312 -3.138
O -1.888 4.666 0.511
H -1.790 4.323 1.402
H 2.588 1.868 3.524
O -4.379 -1.501 0.181
H -3.470 -1.734 0.335
H -4.353 -1.161 -0.716
O 0.851 0.577 0.072
H 1.041 -0.727 -2.636
H -1.352 -4.388 1.030
O -1.383 1.469 1.130
H 0.408 -1.022 3.571
H -2.614 4.133 0.155
O -1.161 -0.878 -1.553
H -0.556 1.012 0.801
H -0.617 -0.401 -0.914
*
```

***

<B>
A cluster of 15 separate species, H29O15 in total, computed with ωB97M-V/def2-TZVPD.

## Properties
* HOMO-LUMO gap: 8.8 eV
* HOMO: -6.4 eV
* E_LUMO: 2.40 eV

Structure (ORCA input):
```
! wB97M-V def2-TZVPD RIJCOSX def2/J DEFGRID3
* xyz -1 1
O -1.580 -4.195 -1.390
H -2.210 -3.662 -1.869
H 0.038 -3.775 -2.263
O -0.351 1.498 0.406
H -1.169 1.289 0.899
H 0.287 0.799 0.520
O 0.743 -3.430 -2.821
H 1.477 0.583 -2.702
H -2.724 -1.385 3.316
O 3.964 0.320 -4.050
H -2.944 -1.622 1.526
H 4.074 0.558 -3.135
O -1.258 3.536 -1.207
H -2.136 3.385 -1.575
H 2.464 4.478 -1.688
O 1.365 -0.705 -0.088
H 0.962 -1.684 4.178
H 1.379 -1.481 -0.640
O 0.536 0.646 -2.557
H -1.193 2.753 -0.625
H 0.306 0.746 -1.632
O -1.545 1.113 3.019
H -2.146 1.829 2.785
H -1.444 -4.000 -0.462
O -3.630 -1.656 0.771
H -3.499 -1.987 -0.108
H 0.566 -3.579 -3.747
O 1.510 -2.401 3.817
H 3.775 -0.620 -4.105
O -0.587 4.654 -3.305
H -1.370 4.157 -3.116
H 0.782 -3.030 3.695
O 2.030 1.065 4.154
H 1.877 1.705 3.456
H 2.575 0.377 3.774
O 2.381 4.574 -0.742
H 1.435 4.649 -0.568
H -2.075 0.245 2.928
O -1.986 -1.353 2.720
H 1.353 -0.721 0.864
H 0.098 4.188 -2.836
O -0.701 -3.006 1.341
H -1.452 -2.465 1.782
H 0.022 -2.390 1.279
*
```

***

Computed energies relative to the best structure, in kcal/mol: <A> 0.0; <B> 31.1

***

<A>
A cluster of 3 separate species, C4H14O2 in total, computed with ωB97M-V/def2-TZVPD.

## Properties
* HOMO-LUMO gap: 11.2 eV
* HOMO: -10.8 eV
* E_LUMO: 0.41 eV

Structure (ORCA input):
```
! wB97M-V def2-TZVPD RIJCOSX def2/J DEFGRID3
* xyz 0 1
C -0.574 -0.205 -2.251
C -0.196 0.516 -0.992
C 0.727 1.636 -1.456
C -1.376 1.016 -0.149
H -1.050 -1.147 -2.114
H -1.242 0.379 -2.923
H 0.329 -0.364 -2.911
H 0.323 -0.201 -0.348
H 0.631 2.527 -0.943
H 0.452 1.854 -2.494
H 1.719 1.426 -1.242
H -1.813 0.277 0.517
H -1.206 1.976 0.335
H -2.207 1.144 -0.884
O 1.228 -4.088 2.644
H 0.909 -3.199 2.836
H 0.557 -4.493 2.086
O 0.621 0.284 3.077
H 1.575 0.299 3.060
H 0.593 0.363 4.151
*
```

***

<B>
A cluster of 3 separate species, C4H14O2 in total, computed with ωB97M-V/def2-TZVPD.

## Properties
* HOMO-LUMO gap: 11.4 eV
* HOMO: -10.7 eV
* E_LUMO: 0.64 eV

Structure (ORCA input):
```
! wB97M-V def2-TZVPD RIJCOSX def2/J DEFGRID3
* xyz 0 1
C 2.260 -1.046 1.838
C 2.616 0.321 1.269
C 1.600 0.945 0.327
C 1.480 2.474 0.533
H 3.011 -1.415 2.528
H 1.726 -1.588 1.071
H 1.388 -0.911 2.505
H 3.608 0.330 0.811
H 2.776 1.036 2.092
H 1.859 0.710 -0.714
H 0.569 0.615 0.480
H 0.733 2.963 -0.092
H 2.466 2.877 0.280
H 1.250 2.550 1.594
O -4.401 -2.535 -3.329
H -3.749 -2.415 -4.031
H -5.041 -3.109 -3.763
O -4.371 -0.581 -0.914
H -5.199 -0.107 -0.787
H -4.581 -1.116 -1.697
*
```

***

Computed energies relative to the best structure, in kcal/mol: <A> 11.0; <B> 0.0